46
Properties=species:S:1:pos:R:3:lowdin_charge:R:1 method="wB97M-V/def2-TZVPD" relative_energy_kcal_mol=14.3 total_charge=-2 e_tot_ha=-6082.58828 homo_ev=-5.181
K -2.20052 0.61499 0.45581 0.910
C 0.41296 0.93943 4.08533 -0.667
F 1.07460 0.07367 3.34749 0.166
F -0.84097 0.43983 4.22864 0.090
F 0.89198 1.10407 5.30381 0.148
S 0.32249 2.57354 3.17262 0.602
O 1.64978 2.85574 2.75299 -0.253
O -0.62821 2.34000 2.10662 -0.386
N -0.45830 3.59785 4.18283 -0.304
S 0.53732 4.57336 4.89941 0.555
O 1.64484 3.84405 5.46998 -0.318
O 0.84595 5.75153 4.14455 -0.294
C -0.43193 5.14966 6.40963 -0.666
F -1.09200 6.27270 6.15328 0.129
F -1.27632 4.20176 6.83436 0.115
F 0.44580 5.34021 7.39910 0.116
C -4.66512 -2.74559 -1.48788 -0.667
F -4.14775 -2.66721 -0.25913 0.119
F -4.55563 -3.98910 -1.91981 0.146
F -5.93963 -2.36037 -1.38090 0.125
S -3.78405 -1.53653 -2.63189 0.601
O -4.71818 -1.01619 -3.58023 -0.284
O -3.25202 -0.56663 -1.69664 -0.421
N -2.52381 -2.41524 -3.19528 -0.281
S -2.22704 -1.79798 -4.67029 0.580
O -3.23681 -2.11147 -5.65040 -0.320
O -1.69001 -0.47404 -4.67839 -0.282
C -0.82821 -2.94411 -5.21338 -0.669
F -0.10236 -3.31148 -4.15810 0.128
F -1.29590 -4.03372 -5.81930 0.127
F -0.07278 -2.24908 -6.06550 0.125
C 2.13948 1.06098 -2.19860 -0.662
F 1.37480 0.77149 -3.24865 0.142
F 3.41744 0.79980 -2.48948 0.128
F 2.02673 2.35444 -1.88114 0.132
S 1.64837 0.06258 -0.70163 0.584
O 2.34038 0.67879 0.37804 -0.267
O 0.20995 0.11172 -0.64872 -0.383
N 2.11358 -1.42627 -1.06856 -0.289
S 3.39066 -1.95293 -0.29808 0.565
O 4.55502 -1.12218 -0.26995 -0.293
O 3.10930 -2.66044 0.92238 -0.302
C 3.83582 -3.30556 -1.51870 -0.675
F 4.34932 -2.72511 -2.62182 0.100
F 4.83343 -4.05245 -1.02967 0.113
F 2.79757 -4.04851 -1.86475 0.138

15
Properties=species:S:1:pos:R:3:lowdin_charge:R:1 method="wB97M-V/def2-TZVPD" relative_energy_kcal_mol=10.8 total_charge=-1 e_tot_ha=-2779.87321 homo_ev="-3.215 / -3.215"
C -0.86957 -1.36706 -1.01255 -0.554
C -0.69391 0.08091 -1.53730 -0.091
C 1.65312 0.90960 -1.11695 0.116
N -0.28708 -1.42871 0.16094 0.147
N 0.59367 0.40862 -2.05490 -0.305
O 0.87212 0.02634 -3.19693 -0.054
O -1.58850 -2.15020 -1.61685 0.024
Se -0.19821 0.99104 2.48753 -0.210
H -1.02244 0.86186 -0.91596 0.100
H -1.41229 -0.04411 -2.39731 0.144
H 1.31358 1.36623 -0.24651 -0.028
H 2.55577 1.12765 -1.61879 0.037
H 0.43396 -0.65060 0.34729 0.045
H -0.35804 -2.16286 0.85432 0.113
H 0.22682 -0.28361 2.97680 -0.485

49
Properties=species:S:1:pos:R:3:lowdin_charge:R:1 method="wB97M-V/def2-TZVPD" relative_energy_kcal_mol=2.4 total_charge=-2 e_tot_ha=-1857.63513 homo_ev="0.379 / -0.328"
Rb -0.20083 0.06118 2.99957 0.756
C 2.44683 0.27061 5.15109 -0.258
C 1.50373 -0.51004 5.85565 -0.265
C 1.57046 -1.81686 5.34167 -0.247
C 2.56436 -1.85264 4.34032 -0.233
C 3.10564 -0.56696 4.21358 -0.236
H 2.67725 1.31713 5.31686 0.058
H 0.80864 -0.16386 6.61172 0.061
H 1.03545 -2.67406 5.70645 0.058
H 2.83998 -2.72282 3.75181 0.064
H 3.89010 -0.25000 3.53619 0.060
O -2.01231 -2.69899 1.61609 -0.015
C -2.01771 -1.78252 0.85303 -0.331
C -2.56502 -1.29844 -0.32000 -0.268
C -3.87229 -1.68357 -0.73626 -0.061
C -4.40119 -1.20084 -1.92160 -0.142
C -3.65876 -0.35857 -2.73945 -0.157
C -2.35356 -0.01763 -2.41637 -0.119
C -1.79010 -0.42149 -1.20728 -0.345
P -0.23056 0.16544 -0.59714 1.049
C 1.02920 -0.95741 -1.43583 -0.304
C 1.15797 -2.21827 -0.84637 -0.099
C 1.91498 -3.22165 -1.44306 -0.099
C 2.58163 -3.00470 -2.64631 -0.127
C 2.62036 -1.71064 -3.11841 -0.120
C 1.91323 -0.66844 -2.49164 -0.089
C 0.04291 1.81933 -1.30789 -0.355
C 0.22732 2.08284 -2.66119 -0.130
C 0.40541 3.39168 -3.09865 -0.111
C 0.48386 4.43918 -2.20730 -0.119
C 0.34733 4.20425 -0.83687 -0.074
C 0.13817 2.89018 -0.39777 -0.078
H -4.43394 -2.32595 -0.07671 0.095
H -5.39930 -1.51367 -2.16897 0.076
H -4.11791 0.02446 -3.64971 0.074
H -1.79315 0.56913 -3.12995 0.074
H 0.66656 -2.40783 0.09804 0.093
H 1.97764 -4.17543 -0.94151 0.094
H 3.08240 -3.84830 -3.13451 0.093
H 3.19449 -1.46461 -4.00811 0.088
H 2.06803 0.33665 -2.83632 0.076
H 0.13560 1.28626 -3.39419 0.091
H 0.45053 3.61380 -4.17881 0.100
H 0.58629 5.46280 -2.55049 0.089
H 0.41390 5.02328 -0.13154 0.097
H -0.06364 2.64900 0.63916 0.071
S -4.05263 3.64498 2.00091 0.346
C -2.91248 2.51754 2.22867 -1.076
N -2.00485 1.76649 2.36938 -0.203

14
Properties=species:S:1:pos:R:3:lowdin_charge:R:1 method="wB97M-V/def2-TZVPD" relative_energy_kcal_mol=19.1 smiles="CC1=[N+](F)CC=C1F" total_charge=+1 e_tot_ha=-448.19121 homo_ev=-15.450
C 1.66044 0.63803 -0.98025 0.029
C 0.40712 0.14261 -0.36792 -0.070
N -0.14445 0.68140 0.71075 0.044
F 0.03761 2.03776 1.24296 0.086
C -1.33626 0.01313 1.13180 -0.044
C -1.30284 -1.24631 0.29090 0.150
C -0.29212 -1.11508 -0.59587 -0.238
F 0.12692 -2.03472 -1.36675 0.205
H 2.53151 0.14414 -0.69820 0.073
H 2.09555 1.65572 -0.63428 0.139
H 1.76646 0.50340 -2.17871 0.175
H -2.26729 0.75692 0.88159 0.234
H -1.34198 -0.16434 2.12125 0.110
H -1.94066 -2.01266 0.44273 0.110